# C4H11NO

2 unconnected molecules or ions with the total composition C4H11NO (wB97M-V/def2-TZVPD, the OMol25 dataset).

Positions of all 17 atoms, in Å:
C: -1.187 -1.342 1.441
C: -1.317 -0.677 0.064
C: -0.017 -0.707 -0.713
C: 2.080 0.290 -0.635
N: 0.994 0.123 -0.015
H: -0.456 -0.860 2.096
H: -0.848 -2.382 1.353
H: -2.170 -1.369 1.922
H: -2.176 -1.075 -0.472
H: -1.513 0.372 0.306
H: 0.343 -1.732 -0.844
H: -0.158 -0.236 -1.681
H: 2.334 -0.341 -1.486
H: 2.818 0.947 -0.176
H: 0.948 2.553 -0.762
H: -0.270 3.074 -0.029
O: 0.596 3.362 -0.371

## Properties
SMILES string: C=NCCC.O
HOMO, eV: -10.065
Calculated total energy, Eh: -288.9607
LUMO level, eV: 0.9

# C4H11NO

A molecular structure, C4H11NO (wB97M-V/def2-TZVPD, the OMol25 dataset).

Positions of all 17 atoms, in Å:
C: 0.782 0.718 -0.820
C: 1.001 -0.082 1.383
C: -1.172 0.950 -0.596
C: -0.827 -0.930 0.981
N: 1.063 -0.504 -1.443
O: 1.204 0.895 0.446
H: 1.046 1.603 -1.401
H: 0.754 -0.537 -2.408
H: 1.220 -1.332 -0.875
H: 1.624 -0.963 1.218
H: 1.032 0.365 2.371
H: -1.060 2.011 -0.805
H: -1.521 0.409 -1.472
H: -1.902 0.977 0.201
H: -1.499 -0.406 1.656
H: -0.465 -1.825 1.480
H: -1.280 -1.348 0.084

## Properties
HOMO, eV: -7.995
Calculated total energy, Eh: -288.8098
LUMO level, eV: 1.0

# C4H11NO

3 unconnected molecules or ions with the total composition C4H11NO (wB97M-V/def2-TZVPD, the OMol25 dataset).

Positions of all 17 atoms, in Å:
C: -0.660 -0.559 0.299
C: 1.661 -0.525 0.702
C: -2.666 1.023 0.245
C: 2.327 -0.332 -0.622
N: -0.448 0.665 0.685
O: -0.771 -1.031 -0.955
H: -0.613 -0.315 -1.588
H: -0.150 1.277 -0.071
H: -1.001 -1.289 1.024
H: 1.916 0.171 1.493
H: 1.583 -1.547 1.061
H: -2.715 1.433 -0.760
H: -3.268 0.131 0.382
H: -2.751 1.745 1.047
H: 3.406 -0.545 -0.576
H: 1.914 -1.000 -1.383
H: 2.236 0.699 -0.981

## Properties
HOMO (spin up / spin down), eV: -7.089 / -7.208
Calculated total energy, Eh: -288.7918
LUMO level (spin up / spin down), eV: 0.8 / 0.8

ΔE to the lowest compared entry with this formula, charge and spin (kcal/mol)
35.4 130.0 141.3